Computed, not measured: 20 unconnected molecules or ions with the total composition C55H159N11O29 at a distorted geometry, with ωB97M-V/def2-TZVPD.

Properties
E_LUMO, eV: -0.08
ΔE to the lowest compared entry with this formula, charge and spin, kcal per mole: 142.7
E_tot, eV: -135367.09007
HOMO-LUMO gap, eV: 7.922
Molecular weight, u: 1438.92

The geometry in XYZ format:
```
254
Properties=species:S:1:pos:R:3:mulliken_charge:R:1
C 2.970 1.291 2.139 0.459
O 2.385 0.261 1.872 -0.130
N 3.449 1.508 3.339 -0.377
N 3.116 2.272 1.337 -0.293
H 4.099 2.250 3.555 0.187
H 3.234 0.765 3.989 -0.035
H 3.550 3.163 1.531 0.045
H 2.646 2.156 0.450 -0.004
C -9.124 6.038 -4.590 -0.848
O -7.931 6.569 -3.953 -0.246
C -7.131 7.303 -4.861 -0.802
C -5.870 7.922 -4.229 -0.632
N -4.872 6.900 -4.045 -0.293
C -3.668 7.573 -3.485 -0.988
C -2.713 6.475 -2.830 -0.648
O -3.236 6.141 -1.512 -0.462
C -3.316 4.724 -1.379 -0.118
H -9.044 5.703 -5.624 0.360
H -9.991 6.677 -4.420 0.319
H -9.492 5.120 -4.132 0.262
H -7.715 8.138 -5.247 0.467
H -6.916 6.749 -5.775 0.396
H -6.166 8.254 -3.234 0.349
H -5.480 8.791 -4.761 0.451
H -5.173 6.177 -3.406 0.221
H -3.874 8.323 -2.722 0.354
H -3.247 8.181 -4.285 0.429
H -1.673 6.791 -2.745 0.457
H -2.649 5.627 -3.512 0.492
H -3.965 4.403 -2.194 0.309
H -3.656 4.458 -0.378 0.215
H -2.338 4.261 -1.511 -0.068
C 1.089 -3.207 4.800 -0.316
O 0.921 -1.981 4.046 0.978
C -0.457 -1.602 3.840 0.195
C -0.449 -0.026 3.649 -1.035
N -0.569 0.318 2.230 3.030
C -0.752 1.777 2.063 -1.312
C -1.264 2.274 0.634 -0.447
O -0.194 2.340 -0.328 -0.078
C 0.355 1.140 -0.830 0.137
H 0.583 -4.005 4.257 0.088
H 0.693 -3.128 5.812 0.551
H 2.151 -3.355 4.995 -0.172
H -1.051 -1.818 4.728 0.340
H -1.026 -2.153 3.091 -0.602
H 0.508 0.308 4.051 0.007
H -1.302 0.388 4.186 0.678
H 0.239 0.152 1.646 -2.067
H 0.127 2.270 2.479 0.649
H -1.568 2.094 2.712 0.324
H -1.643 3.291 0.737 0.551
H -1.989 1.538 0.286 0.043
H 0.392 0.364 -0.065 -1.295
H 1.364 1.389 -1.159 0.390
H -0.143 0.787 -1.733 0.740
C -0.883 -7.952 -0.396 -0.447
O -0.137 -6.991 0.287 -0.115
C 0.139 -5.784 -0.483 -0.840
C 1.003 -4.895 0.398 -0.153
N 1.254 -3.664 -0.339 -0.332
C 2.237 -2.765 0.283 1.243
C 2.414 -1.681 -0.810 -0.547
O 3.225 -2.131 -1.903 -0.533
C 4.587 -2.088 -1.708 -0.637
H -1.846 -7.478 -0.587 0.118
H -1.006 -8.849 0.210 0.030
H -0.445 -8.376 -1.300 0.352
H -0.786 -5.251 -0.699 0.369
H 0.614 -6.123 -1.403 0.446
H 1.935 -5.459 0.424 0.265
H 0.596 -4.737 1.397 -0.185
H 1.538 -3.944 -1.267 0.310
H 3.133 -3.336 0.527 0.504
H 1.784 -2.318 1.168 -1.046
H 2.766 -0.751 -0.365 0.350
H 1.438 -1.386 -1.194 0.095
H 5.156 -2.280 -2.618 0.274
H 4.863 -2.712 -0.857 0.287
H 4.854 -1.072 -1.416 0.257
C 0.289 5.339 0.960 -0.206
O 1.141 6.366 1.455 -0.443
C 2.422 5.832 1.736 -0.208
C 3.342 6.997 2.208 -0.921
N 4.729 6.521 2.575 -0.247
C 5.587 7.536 3.233 -0.708
C 6.541 8.231 2.262 -0.530
O 7.359 7.297 1.519 -0.344
C 8.163 7.989 0.552 -0.774
H 0.788 4.441 0.597 0.008
H -0.235 5.619 0.047 0.180
H -0.465 5.118 1.716 0.249
H 2.620 5.370 0.769 0.365
H 2.517 4.979 2.408 0.272
H 2.970 7.480 3.112 0.397
H 3.359 7.830 1.505 0.331
H 5.117 6.260 1.679 0.246
H 6.216 6.970 3.921 0.325
H 4.964 8.255 3.764 0.341
H 7.173 8.995 2.713 0.498
H 5.992 8.876 1.575 0.334
H 8.642 7.202 -0.031 0.271
H 9.053 8.442 0.990 0.304
H 7.632 8.623 -0.158 0.313
C 0.315 4.095 -3.178 0.142
O 0.645 3.724 -4.515 -0.189
C 1.189 4.779 -5.340 -0.926
C 1.257 4.483 -6.856 -0.265
N 2.197 3.388 -7.128 -0.007
C 2.251 3.057 -8.572 -0.628
C 2.530 4.215 -9.531 -0.778
O 1.227 4.668 -9.813 -0.299
C 1.153 6.020 -10.167 -0.829
H 1.262 4.364 -2.710 0.427
H -0.007 3.166 -2.708 -0.110
H -0.387 4.926 -3.104 -0.299
H 2.199 5.009 -5.002 0.315
H 0.685 5.742 -5.258 0.394
H 1.559 5.379 -7.398 0.200
H 0.290 4.165 -7.245 0.355
H 2.105 2.573 -6.538 0.267
H 1.453 2.500 -9.063 0.316
H 3.181 2.508 -8.716 0.362
H 2.851 3.775 -10.475 0.423
H 3.161 5.027 -9.169 0.409
H 0.106 6.308 -10.266 0.240
H 1.557 6.145 -11.171 0.342
H 1.617 6.715 -9.466 0.332
C -7.876 -7.167 1.871 -0.859
O -6.478 -7.008 1.903 -0.301
C -5.940 -7.310 0.627 -0.844
C -4.438 -7.290 0.591 -0.803
N -3.782 -6.289 1.421 -0.156
C -4.097 -4.929 1.051 -0.798
C -3.547 -4.007 2.190 0.256
O -4.173 -4.295 3.427 -0.404
C -3.339 -3.917 4.485 -0.647
H -8.194 -8.153 1.534 0.343
H -8.327 -6.373 1.277 0.315
H -8.400 -7.208 2.826 0.293
H -6.332 -6.502 0.010 0.388
H -6.248 -8.263 0.198 0.519
H -4.169 -7.189 -0.460 0.340
H -4.132 -8.275 0.942 0.414
H -4.413 -6.408 2.200 0.345
H -5.179 -4.838 0.957 0.415
H -3.687 -4.604 0.095 0.468
H -3.835 -2.988 1.931 0.064
H -2.463 -4.125 2.185 -0.162
H -2.315 -4.272 4.362 0.202
H -3.603 -4.341 5.454 0.378
H -3.249 -2.834 4.561 0.206
C 10.770 -0.546 -3.561 -0.777
O 9.347 -0.836 -3.526 -0.295
C 8.494 0.207 -4.061 -0.605
C 6.971 -0.274 -3.946 -0.237
N 6.125 0.642 -4.661 -0.330
C 4.658 0.320 -4.496 -0.032
C 3.804 1.473 -5.056 -0.636
O 2.529 1.087 -5.622 -0.484
C 1.509 0.726 -4.616 -0.822
H 11.314 -1.262 -2.945 0.265
H 10.906 0.392 -3.023 0.326
H 11.251 -0.424 -4.532 0.282
H 8.738 0.419 -5.103 0.330
H 8.766 1.156 -3.598 0.406
H 6.588 -0.432 -2.938 0.121
H 6.880 -1.183 -4.541 0.261
H 6.354 0.781 -5.635 0.286
H 4.303 0.014 -3.512 -0.244
H 4.449 -0.552 -5.115 0.314
H 4.239 2.150 -5.791 0.501
H 3.777 2.152 -4.204 0.213
H 1.758 -0.167 -4.043 0.474
H 0.533 0.634 -5.093 0.401
H 1.360 1.470 -3.834 0.078
C -7.176 4.175 -1.497 -1.101
O -6.263 3.445 -0.747 -0.200
C -6.294 2.025 -0.944 -0.773
C -5.168 1.620 0.114 0.526
N -4.650 0.266 -0.011 0.339
C -5.737 -0.765 0.001 -0.958
C -6.428 -0.893 1.296 -0.129
O -7.381 -2.012 1.128 -0.373
C -7.955 -2.409 2.297 -0.707
H -7.107 5.214 -1.173 0.336
H -8.184 3.943 -1.153 0.448
H -7.108 4.090 -2.582 0.379
H -5.997 1.692 -1.938 0.400
H -7.228 1.590 -0.588 0.409
H -5.483 1.851 1.132 0.238
H -4.229 2.144 -0.063 -0.507
H -4.073 0.062 0.792 -0.488
H -5.114 -1.655 -0.091 0.146
H -6.404 -0.735 -0.861 0.573
H -6.910 0.066 1.486 0.490
H -5.684 -1.059 2.074 0.162
H -7.235 -2.739 3.046 0.236
H -8.662 -3.182 1.994 0.268
H -8.600 -1.670 2.773 0.333
C 3.862 -5.288 3.256 -0.194
O 3.510 -6.649 3.602 -0.437
C 2.300 -6.720 4.313 0.356
C 2.214 -8.097 5.048 -1.171
N 2.142 -9.267 4.146 -0.368
C 1.012 -9.138 3.271 -0.472
C 0.764 -10.473 2.480 -0.837
O 1.680 -10.536 1.362 -0.338
C 1.183 -11.580 0.540 -0.818
H 4.672 -5.335 2.528 0.350
H 4.205 -4.712 4.115 0.296
H 3.031 -4.735 2.817 -0.162
H 1.378 -6.506 3.773 0.117
H 2.310 -5.973 5.107 0.144
H 1.321 -8.083 5.674 0.376
H 3.069 -8.255 5.705 0.432
H 2.922 -9.216 3.506 0.349
H 1.107 -8.263 2.629 0.298
H 0.055 -9.061 3.788 0.291
H -0.219 -10.604 2.029 0.474
H 0.877 -11.313 3.164 0.426
H 1.907 -11.690 -0.267 0.304
H 0.268 -11.458 -0.040 0.303
H 1.181 -12.564 1.009 0.335
O 0.449 -2.188 8.412 -0.596
H 1.399 -2.163 8.300 0.346
H 0.320 -2.535 9.295 0.280
O 2.677 -0.253 5.739 -0.701
H 1.947 -0.847 5.914 0.172
H 3.410 -0.623 6.230 0.309
O 3.163 -2.746 7.571 -0.591
H 3.923 -2.763 6.989 0.279
H 3.132 -3.624 7.951 0.296
O 4.977 -2.115 5.713 -0.739
H 4.572 -2.190 4.849 0.338
H 5.559 -1.359 5.640 0.270
O -1.332 -1.984 0.410 0.470
H -1.269 -1.354 1.128 -0.609
H -0.445 -2.333 0.319 -0.018
O -3.894 3.105 4.891 -0.625
H -3.078 2.718 5.207 0.315
H -4.577 2.691 5.418 0.317
O -2.734 -0.945 -1.595 -0.840
H -3.460 -0.517 -1.141 0.416
H -2.264 -1.415 -0.906 0.139
O 3.471 -1.929 3.325 -0.855
H 3.418 -1.160 2.758 0.048
H 2.788 -1.790 3.981 0.303
O -3.384 0.204 2.700 -0.136
H -3.490 0.892 3.357 0.224
H -2.458 0.241 2.461 -0.136
O -1.195 2.159 5.857 -0.613
H -0.726 2.981 5.999 0.288
H -0.750 1.528 6.423 0.267
```


Computed, not measured: a molecular structure, C55H36F15Ge2N2O4PbS, with ωB97M-V/def2-TZVPD.

Properties
⟨S²⟩: 0.766
E_LUMO (alpha / beta), eV: -0.48 / -2.72
ΔE to the lowest compared entry with this formula, charge and spin, kcal per mole: 0.0
E_tot, eV: -238661.92132
HOMO-LUMO gap (alpha / beta), eV: 8.038 / 5.939
Multiplicity: 2
Molecular weight, u: 1458.36

The geometry in XYZ format:
```
116
Properties=species:S:1:pos:R:3:mulliken_charge:R:1
Pb 1.279 0.533 -0.632 1.629
C 7.395 0.267 0.555 -1.119
C 6.292 1.321 0.445 -0.490
C 5.018 0.746 0.021 0.106
N 4.019 0.293 -0.316 -0.217
H 8.311 0.737 0.909 0.387
H 7.588 -0.192 -0.413 0.303
H 7.112 -0.520 1.251 0.275
H 6.552 2.097 -0.276 0.333
H 6.122 1.818 1.401 0.315
O 2.719 4.667 -0.876 -0.648
C 2.025 3.699 -1.109 -0.160
O 2.271 2.508 -0.622 -0.271
C 0.790 3.846 -1.959 0.283
C 0.600 3.088 -3.109 -0.404
C -0.555 3.230 -3.868 -0.556
C -1.532 4.132 -3.481 -0.670
C -1.316 4.871 -2.332 0.229
C -0.179 4.753 -1.564 -0.419
N -2.345 5.829 -1.899 1.090
O -3.069 6.300 -2.754 -0.620
O -2.407 6.085 -0.711 -0.600
H 1.370 2.390 -3.424 0.674
H -0.697 2.632 -4.758 0.448
H -2.442 4.271 -4.047 0.553
H -0.051 5.358 -0.678 0.485
C 1.391 -3.995 2.422 -2.001
Ge 1.783 -2.713 0.978 3.569
C 0.715 -3.416 -0.515 0.263
C 0.835 -4.800 -0.670 -0.721
C 0.266 -5.460 -1.748 -0.920
C -0.435 -4.746 -2.707 -0.884
C -0.584 -3.376 -2.565 -0.789
C -0.020 -2.724 -1.474 1.411
C 3.686 -3.026 0.570 0.019
C 4.459 -3.336 1.662 -0.560
C 5.828 -3.664 1.547 -1.097
C 6.420 -3.667 0.321 -0.889
C 5.678 -3.327 -0.837 1.155
C 6.307 -3.265 -2.107 -0.927
C 5.608 -2.902 -3.220 -0.613
C 4.230 -2.612 -3.116 -1.196
C 3.600 -2.677 -1.908 -0.515
C 4.300 -3.016 -0.721 0.025
H 2.026 -4.865 2.257 0.643
H 0.348 -4.304 2.354 0.401
H 1.579 -3.627 3.428 0.581
H 1.397 -5.380 0.054 0.329
H 0.378 -6.533 -1.842 0.420
H -0.874 -5.257 -3.555 0.422
H -1.152 -2.808 -3.289 0.493
H -0.231 -1.667 -1.374 -0.865
H 4.017 -3.342 2.654 0.321
H 6.396 -3.920 2.434 0.433
H 7.468 -3.926 0.211 0.389
H 7.361 -3.511 -2.175 0.398
H 6.100 -2.846 -4.182 0.412
H 3.670 -2.339 -4.002 0.495
H 2.538 -2.475 -1.854 0.569
C -0.676 -0.991 2.444 -2.397
C 0.687 -0.357 2.679 3.517
C 1.290 -0.834 4.028 -1.744
C 1.640 -0.803 1.587 -3.620
C 0.584 1.172 2.811 -0.358
C 1.502 2.038 2.231 0.130
C 1.389 3.418 2.360 -1.031
C 0.362 3.957 3.113 -0.783
C -0.526 3.103 3.757 -0.959
C -0.410 1.731 3.613 -0.225
H -0.621 -2.077 2.564 0.385
H -1.004 -0.763 1.434 0.008
H -1.430 -0.615 3.134 0.634
H 1.630 -1.868 3.989 0.161
H 0.529 -0.753 4.806 0.482
H 2.134 -0.203 4.307 0.461
H 2.661 -0.457 1.762 1.242
H 2.368 1.667 1.700 0.929
H 2.113 4.056 1.867 0.542
H 0.261 5.030 3.215 0.442
H -1.324 3.508 4.366 0.501
H -1.128 1.097 4.119 0.388
F -5.721 0.513 2.031 -0.310
C -5.078 -0.624 1.755 0.276
C -4.074 -0.674 0.802 0.484
C -3.547 -1.924 0.549 0.259
F -2.642 -2.054 -0.425 -0.274
C -3.909 -3.066 1.232 -0.227
F -3.339 -4.241 0.965 -0.331
C -4.885 -2.969 2.207 0.801
F -5.260 -4.047 2.885 -0.323
C -5.483 -1.748 2.457 0.092
F -6.449 -1.665 3.369 -0.313
Ge -3.380 0.841 -0.279 0.028
S -1.299 1.440 -0.439 0.298
C -4.184 2.479 0.445 -0.682
C -4.040 2.741 1.795 0.997
F -3.427 1.840 2.582 -0.360
C -4.513 3.893 2.387 0.093
F -4.372 4.104 3.697 -0.342
C -5.150 4.839 1.600 0.751
F -5.610 5.956 2.149 -0.325
C -5.303 4.619 0.243 0.231
F -5.907 5.532 -0.512 -0.348
C -4.811 3.450 -0.310 -0.171
F -4.959 3.288 -1.635 -0.460
C -4.193 0.418 -2.027 -0.113
C -3.488 0.113 -3.178 -0.238
F -2.151 0.021 -3.171 -0.290
C -4.116 -0.132 -4.387 0.097
F -3.403 -0.426 -5.476 -0.327
C -5.496 -0.083 -4.460 0.797
F -6.109 -0.323 -5.614 -0.303
C -6.236 0.203 -3.326 0.119
F -7.565 0.241 -3.393 -0.303
C -5.572 0.441 -2.139 0.675
F -6.316 0.713 -1.056 -0.366
```


Which formula does entry 1 have? C55H159N11O29